{"formula": "C7H12O2", "method": "ωB97M-V/def2-TZVPD", "smiles": "OC[C@]12CCC[C@]1(O)C2", "total_charge": 0, "homo_lumo_gap_ev": 8.9, "energy_ev": -11540.9683, "e_above_lowest_kj_mol": 717.40, "homo_ev": -8.296, "symbols": ["O", "C", "C", "C", "C", "C", "C", "O", "C", "H", "H", "H", "H", "H", "H", "H", "H", "H", "H", "H", "H"], "xyz": [[-2.463580, 0.187854, 0.662226], [-1.795226, -0.171200, -0.495694], [-0.315911, 0.488255, -0.595660], [0.660971, -0.721309, -1.122910], [1.099388, -1.431550, 0.050960], [0.782194, -0.436828, 1.351804], [0.516163, 0.889854, 0.599209], [1.843694, 1.108490, -0.048512], [-0.245387, 1.897817, -0.180121], [-3.231698, -0.300463, 0.863014], [-1.707421, -1.294234, -0.454671], [-2.282067, -0.046856, -1.649112], [1.624632, -0.526965, -1.582042], [-0.018965, -1.541487, -1.551163], [0.327114, -2.200965, 0.442138], [2.125085, -1.929820, 0.187644], [-0.044168, -0.776450, 2.066157], [1.817212, -0.152223, 1.967645], [2.195201, 2.248758, 0.030647], [0.502852, 2.588869, -0.599405], [-1.390082, 2.120457, 0.057848]], "forces_ev_per_angstrom": [[0.89, 2.35, -0.01], [1.53, -1.76, -2.56], [-0.07, -3.70, -1.69], [-2.11, -0.10, -2.29], [-1.04, -2.04, 7.43], [2.57, 1.80, 2.03], [1.44, -0.99, -0.19], [2.19, 4.75, 1.07], [-3.32, 1.12, 0.26], [-1.25, -1.04, -0.12], [0.39, 0.90, -0.17], [0.63, 0.44, 3.19], [-0.81, 0.63, -1.34], [1.18, 1.73, -0.94], [1.29, 0.37, -1.36], [-1.46, 1.09, -0.78], [1.21, 0.43, -1.20], [-2.77, -1.25, -1.20], [-1.85, -5.45, 0.02], [-1.51, 0.23, 0.03], [2.87, 0.47, -0.17]]}